Entry 1:
The following is a quantum chemistry calculation of C26H23BFN8SbSe4Y as an isolated structure, from the Open Molecules 2025 dataset.

```
65
Properties=species:S:1:pos:R:3:lowdin_spin:R:1
Y -0.48 -0.88 0.49 0.000
C 1.97 -2.38 -3.32 0.000
C 1.37 -2.59 -2.07 0.000
N 0.82 -1.47 -1.62 0.000
N 1.05 -0.53 -2.57 0.000
C 1.73 -1.05 -3.60 0.000
B 0.42 0.86 -2.35 0.000
N 1.08 1.56 -1.13 0.000
C 1.72 2.75 -1.07 0.000
C 2.08 2.96 0.25 0.000
C 1.62 1.84 0.94 0.000
N 1.03 1.00 0.09 0.000
N -1.09 0.64 -2.07 0.000
C -2.02 0.34 -3.00 0.000
C -3.26 0.41 -2.41 -0.002
C -2.99 0.73 -1.08 0.000
N -1.68 0.89 -0.87 0.000
N 0.59 1.80 -3.56 0.000
C -0.26 2.79 -3.93 0.000
C 0.38 3.56 -4.87 0.000
C 1.65 2.97 -4.99 0.000
N 1.78 1.93 -4.19 0.000
H 2.47 -3.10 -3.94 0.000
H 1.28 -3.50 -1.51 0.000
H 2.00 -0.44 -4.44 0.000
H 1.87 3.34 -1.95 0.000
H 2.60 3.82 0.65 0.000
H 1.64 1.59 1.99 0.000
H -1.74 0.06 -4.00 0.000
H -4.20 0.14 -2.85 -0.002
H -3.68 0.81 -0.25 0.000
H -1.24 2.86 -3.50 0.000
H -0.02 4.42 -5.39 0.000
H 2.48 3.27 -5.62 0.000
Se -3.43 -2.98 -4.09 0.483
Sb -4.03 -3.60 -1.78 -0.008
Se -4.62 -5.89 -1.40 -0.005
Se -5.93 -2.04 -2.14 0.537
Se -2.50 -2.84 0.00 -0.002
C -0.48 -1.07 2.71 0.000
C -0.70 0.24 3.22 0.000
C -0.03 0.93 4.28 0.000
C -0.23 2.28 4.53 0.000
C -1.11 3.05 3.77 0.000
C -1.82 2.41 2.76 0.000
C -1.65 1.05 2.51 0.000
H 0.70 0.41 4.88 0.000
H 0.31 2.74 5.35 0.000
H -1.25 4.10 3.97 0.000
H -2.54 2.96 2.16 0.000
H -2.33 0.58 1.81 0.000
F 2.65 -1.42 6.02 0.000
C 2.07 -1.76 4.82 0.000
C 0.77 -2.02 4.75 0.000
C 0.10 -2.28 3.43 0.000
C 1.09 -2.67 2.36 0.000
C 0.73 -3.42 1.29 0.000
C 2.46 -2.16 2.49 0.000
C 2.94 -1.75 3.67 0.000
H 0.16 -1.96 5.65 0.000
H -0.65 -3.06 3.55 0.000
H -0.22 -3.94 1.24 0.000
H 1.47 -3.63 0.53 0.000
H 3.10 -2.21 1.62 0.000
H 3.97 -1.42 3.80 0.000
```

E_HOMO (spin up / spin down) = -1.05 / -1.05 eV
E_LUMO (spin up / spin down) = 4.12 / 3.66 eV
energy relative to the best compared isomer or geometry (same formula, charge and spin) = 28.3 kcal/mol
spin multiplicity = 2
frontier orbital gap (spin up / spin down) = 5.2 / 4.7 eV
total charge = -2
DFT total energy = -311621.0633 eV

Entry 2:
The following is a quantum chemistry calculation of a 7-piece molecular cluster, C43H96N4O7 overall in a non-equilibrium geometry, from the Open Molecules 2025 dataset.

```
150
Properties=species:S:1:pos:R:3:lowdin_charge:R:1
C 9.77 -18.51 -12.65 -0.060
C 9.53 -17.03 -12.89 -0.511
C 10.44 -16.66 -14.14 -0.009
C 8.03 -16.97 -13.28 -0.132
C 7.41 -15.57 -13.28 -0.155
C 7.71 -14.92 -11.90 -0.128
C 9.19 -14.88 -11.53 -0.491
C 9.88 -13.96 -12.53 -0.021
C 9.37 -14.45 -10.09 -0.013
N 9.71 -16.30 -11.65 -0.085
O 11.11 -16.44 -11.28 -0.035
H 9.04 -18.97 -11.96 0.076
H 9.59 -19.08 -13.56 0.084
H 10.80 -18.71 -12.28 0.097
H 10.49 -17.58 -14.77 0.089
H 10.08 -15.81 -14.70 0.057
H 11.46 -16.44 -13.83 0.067
H 7.84 -17.37 -14.30 0.134
H 7.55 -17.60 -12.53 0.112
H 7.68 -14.88 -14.14 0.127
H 6.40 -15.79 -13.31 0.078
H 7.23 -15.43 -11.10 0.109
H 7.40 -13.85 -11.95 0.132
H 10.96 -14.00 -12.53 0.061
H 9.56 -12.92 -12.42 0.098
H 9.47 -14.22 -13.50 0.056
H 8.63 -13.72 -9.82 0.083
H 10.35 -13.97 -9.99 0.070
H 9.15 -15.26 -9.41 0.068
H 11.54 -15.62 -11.60 0.047
C 14.47 -24.53 -9.23 -0.003
C 13.85 -23.31 -10.02 -0.495
C 13.90 -23.59 -11.49 -0.065
C 12.39 -23.06 -9.64 -0.156
C 12.29 -22.69 -8.18 -0.209
C 13.03 -21.41 -7.99 -0.168
C 14.52 -21.45 -8.33 -0.497
C 14.95 -19.93 -8.44 -0.025
C 15.38 -22.17 -7.36 -0.054
N 14.61 -22.01 -9.79 -0.052
O 16.01 -22.27 -10.12 -0.066
H 14.07 -25.42 -9.59 0.063
H 15.50 -24.38 -9.37 0.062
H 14.19 -24.54 -8.17 0.060
H 13.64 -22.75 -12.19 0.100
H 14.92 -23.88 -11.78 0.078
H 13.28 -24.41 -11.86 0.081
H 11.96 -22.34 -10.28 0.112
H 11.87 -24.02 -9.66 0.128
H 11.18 -22.59 -7.93 0.127
H 12.56 -23.54 -7.50 0.119
H 12.91 -21.02 -6.99 0.111
H 12.63 -20.60 -8.66 0.134
H 16.02 -19.84 -8.54 0.070
H 14.47 -19.52 -7.55 0.078
H 14.39 -19.54 -9.30 0.079
H 16.44 -22.24 -7.72 0.100
H 15.01 -23.13 -7.03 0.059
H 15.42 -21.53 -6.41 0.112
H 16.04 -21.59 -10.83 0.116
C 16.08 -10.73 -12.40 -0.024
C 14.92 -11.70 -12.23 -0.495
C 14.88 -12.18 -10.80 -0.041
C 13.56 -11.02 -12.56 -0.107
C 13.21 -10.90 -14.04 -0.181
C 13.41 -12.23 -14.73 -0.135
C 14.85 -12.80 -14.56 -0.486
C 14.83 -14.23 -15.08 -0.028
C 15.86 -11.91 -15.33 -0.010
N 15.12 -12.92 -13.10 -0.107
O 16.37 -13.53 -12.78 -0.020
H 17.10 -11.17 -12.21 0.103
H 16.09 -10.35 -13.40 0.056
H 15.98 -9.89 -11.74 0.088
H 14.66 -11.27 -10.15 0.122
H 14.13 -12.98 -10.65 0.071
H 15.84 -12.65 -10.51 0.092
H 12.74 -11.56 -12.12 0.116
H 13.60 -10.04 -12.10 0.118
H 12.11 -10.73 -14.11 0.125
H 13.70 -10.13 -14.63 0.106
H 13.22 -12.16 -15.84 0.147
H 12.68 -12.91 -14.42 0.084
H 15.76 -14.77 -14.88 0.087
H 14.90 -14.15 -16.16 0.079
H 13.95 -14.75 -14.68 0.083
H 16.85 -11.87 -14.99 0.061
H 15.54 -10.88 -15.10 0.061
H 15.88 -12.13 -16.39 0.087
H 16.99 -12.80 -13.01 0.079
C 15.00 -12.84 -4.19 -0.026
C 13.76 -12.56 -5.03 -0.515
C 12.64 -12.40 -4.00 -0.048
C 13.88 -11.26 -5.81 -0.135
C 12.77 -11.09 -6.85 -0.160
C 12.69 -12.28 -7.80 -0.120
C 12.53 -13.62 -7.01 -0.457
C 11.05 -13.74 -6.40 0.007
C 12.72 -14.79 -8.01 -0.019
N 13.61 -13.68 -6.02 -0.145
O 13.54 -14.88 -5.36 -0.017
H 15.74 -13.39 -4.85 0.099
H 15.44 -11.85 -3.86 0.109
H 14.80 -13.46 -3.33 0.072
H 11.63 -12.09 -4.32 0.072
H 12.46 -13.36 -3.41 0.104
H 12.93 -11.74 -3.20 0.087
H 13.82 -10.45 -5.11 0.110
H 14.91 -11.17 -6.31 0.143
H 11.85 -11.07 -6.26 0.091
H 12.77 -10.16 -7.39 0.107
H 13.55 -12.42 -8.44 0.083
H 11.78 -12.22 -8.41 0.122
H 10.99 -14.38 -5.58 0.046
H 10.33 -14.10 -7.12 0.067
H 10.76 -12.75 -6.00 0.064
H 12.01 -14.67 -8.86 0.071
H 12.62 -15.80 -7.44 0.122
H 13.75 -14.74 -8.35 0.057
H 12.75 -14.78 -4.78 0.087
C 8.91 -19.73 -8.83 -0.068
C 8.47 -18.33 -8.50 -0.484
C 9.57 -17.56 -7.74 -0.061
O 8.07 -17.59 -9.65 -0.079
H 9.78 -19.62 -9.50 0.075
H 8.16 -20.33 -9.28 0.068
H 9.32 -20.25 -7.92 0.092
H 7.61 -18.36 -7.81 0.137
H 10.31 -17.16 -8.43 0.063
H 10.05 -18.23 -6.98 0.083
H 9.24 -16.72 -7.13 0.066
H 8.81 -17.21 -10.17 0.039
C 14.91 -16.65 -12.04 -0.048
C 14.15 -15.67 -11.20 -0.324
O 13.26 -14.87 -11.96 -0.134
H 15.42 -17.41 -11.48 0.066
H 15.70 -16.11 -12.57 0.064
H 14.26 -17.11 -12.78 0.082
H 14.75 -15.01 -10.58 0.071
H 13.53 -16.09 -10.46 0.085
H 13.82 -14.12 -12.31 0.059
C 16.82 -15.20 -8.32 -0.082
C 17.11 -13.89 -7.68 -0.356
O 15.98 -13.14 -7.55 -0.082
H 16.25 -15.14 -9.24 0.047
H 16.33 -15.98 -7.71 0.084
H 17.78 -15.64 -8.66 0.078
H 17.79 -13.30 -8.29 0.109
H 17.67 -14.04 -6.75 0.109
H 15.32 -13.48 -6.95 0.028
```

E_HOMO = -8.49 eV
E_LUMO = 0.52 eV
SMILES = CC1(C)CCCC(C)(C)N1O.CC1(C)CCCC(C)(C)N1O.CC1(C)CCCC(C)(C)N1O.CC1(C)CCCC(C)(C)N1O.CC(C)O.CCO.CCO
frontier orbital gap = 9.0 eV
DFT total energy = -66434.7532 eV

Entry 3:
The following is a quantum chemistry calculation of a 2-piece molecular cluster, C26H48IN3O7P overall in a non-equilibrium geometry, from the Open Molecules 2025 dataset.

```
86
Properties=species:S:1:pos:R:3:lowdin_charge:R:1
C 5.15 -1.40 4.07 -0.061
C 3.97 -0.45 3.92 -0.264
O 2.86 -1.03 3.27 -0.138
C 3.10 -1.38 1.92 -0.232
C 1.79 -1.30 1.16 -0.071
C 1.21 0.10 0.86 -0.310
C -0.17 0.19 1.57 -0.107
C -1.30 -0.73 1.10 -0.213
C -2.59 -0.46 1.88 -0.164
P -3.78 0.39 0.82 0.495
O -3.21 0.75 -0.49 -0.246
O -4.99 -0.61 0.75 -0.185
C -5.86 -0.50 -0.39 -0.263
C -7.20 -1.11 -0.06 -0.070
O -4.40 1.66 1.57 -0.182
C -3.51 2.70 2.00 -0.261
C -3.04 3.57 0.85 -0.087
C 2.03 1.24 1.51 -0.180
C 1.74 2.53 0.68 -0.590
I 0.73 3.93 1.97 1.000
C 0.86 2.00 -0.48 -0.260
C 0.85 2.87 -1.72 -0.155
C 0.02 4.00 -1.66 -0.012
C -0.04 4.86 -2.76 -0.111
N 0.64 4.69 -3.89 0.079
C 1.43 3.62 -3.95 -0.109
C 1.55 2.69 -2.91 -0.019
N 1.24 0.53 -0.59 -0.050
C 2.67 0.43 -1.09 -0.154
N 2.80 -0.37 -2.28 0.069
C 0.20 -0.03 -1.54 -0.044
C 0.07 -1.54 -1.59 -0.154
O -1.21 -1.73 -2.20 -0.006
C -1.70 -3.00 -2.01 -0.507
O -2.58 -3.17 -1.26 0.181
C -1.06 -4.11 -2.81 -0.133
C -0.40 -5.12 -1.85 -0.068
H 4.77 -2.41 4.23 0.085
H 5.81 -1.11 4.87 0.081
H 5.71 -1.43 3.14 0.069
H 3.64 -0.08 4.88 0.124
H 4.31 0.44 3.37 0.111
H 3.44 -2.42 1.87 0.132
H 3.90 -0.78 1.50 0.112
H 1.07 -1.91 1.70 0.130
H 1.97 -1.82 0.21 0.113
H -0.56 1.21 1.60 0.080
H 0.03 -0.06 2.61 0.143
H -1.55 -0.62 0.06 0.056
H -1.05 -1.78 1.26 0.115
H -3.06 -1.38 2.21 0.105
H -2.43 0.12 2.79 0.095
H -6.00 0.53 -0.70 0.117
H -5.42 -1.03 -1.23 0.118
H -7.76 -0.52 0.66 0.080
H -7.80 -1.13 -0.98 0.082
H -7.10 -2.14 0.27 0.080
H -4.09 3.31 2.70 0.122
H -2.68 2.30 2.59 0.094
H -3.81 3.58 0.09 0.090
H -2.16 3.14 0.39 0.017
H -2.81 4.58 1.19 0.077
H 1.79 1.32 2.56 0.093
H 3.11 1.12 1.45 0.104
H 2.62 3.04 0.34 0.084
H -0.15 2.12 -0.10 0.098
H -0.58 4.21 -0.79 0.062
H -0.70 5.71 -2.71 0.114
H 1.98 3.47 -4.87 0.112
H 2.19 1.84 -3.07 0.083
H 3.30 0.03 -0.31 0.113
H 3.06 1.42 -1.31 0.131
H 3.63 -0.10 -2.78 0.103
H 2.92 -1.34 -2.00 0.051
H 0.41 0.31 -2.55 0.136
H -0.76 0.40 -1.27 0.125
H 0.84 -1.98 -2.22 0.121
H 0.06 -2.02 -0.61 0.107
H -1.87 -4.60 -3.33 0.128
H -0.35 -3.69 -3.51 0.114
H -0.26 -6.06 -2.36 0.077
H 0.58 -4.76 -1.55 0.067
H -1.03 -5.25 -0.97 0.079
O 4.75 -2.56 -1.35 -0.048
H 4.89 -2.88 -0.45 0.040
H 5.33 -3.11 -1.89 0.056
```

E_HOMO = -12.20 eV
E_LUMO = -2.35 eV
frontier orbital gap = 9.9 eV
total charge = +1
DFT total energy = -63928.2833 eV

Entry 4:
The following is a quantum chemistry calculation of C6H8LiO3Pr as an isolated structure in a non-equilibrium geometry, from the Open Molecules 2025 dataset.

```
19
Properties=species:S:1:pos:R:3:lowdin_spin:R:1
C -2.75 1.11 1.53 0.000
C -3.08 0.37 0.47 -0.001
C -2.10 0.16 -0.68 -0.002
C -1.57 -1.23 -0.46 0.003
O -0.35 -1.41 -0.40 -0.003
Li 1.38 -2.28 -0.10 0.000
H -3.19 0.91 2.51 0.000
H -1.91 1.80 1.52 0.000
H -4.10 0.00 0.33 0.000
H -2.26 -2.09 -0.44 0.000
H -2.71 0.07 -1.61 0.000
O 2.24 -0.63 -0.28 -0.020
O -1.10 1.09 -0.73 -0.024
C 3.54 -0.40 -0.10 -0.002
C 4.17 0.77 -0.30 0.000
H 4.11 -1.27 0.23 -0.001
H 5.25 0.83 -0.16 0.000
H 3.63 1.67 -0.60 0.000
Pr 0.81 0.53 -0.71 2.051
```

E_HOMO (spin up / spin down) = -16.42 / -16.43 eV
E_LUMO (spin up / spin down) = -8.32 / -8.29 eV
spin multiplicity = 3
frontier orbital gap (spin up / spin down) = 8.1 / 8.1 eV
total charge = +2
DFT total energy = -26750.5569 eV

Entry 5:
The following is a quantum chemistry calculation of C19H14CdOPS3Sb as an isolated structure, from the Open Molecules 2025 dataset.

```
40
Properties=species:S:1:pos:R:3:lowdin_spin:R:1
Cd 1.63 2.84 0.52 0.008
S 2.08 3.61 -4.36 0.362
Sb 2.51 4.38 -2.25 0.326
S 0.53 4.59 -0.93 0.146
S 3.70 2.78 -0.92 0.146
O 1.43 2.49 3.53 0.001
C 1.12 1.95 2.48 0.002
C 0.36 0.63 2.60 0.000
C 0.08 0.14 3.88 0.000
C -0.60 -1.04 4.06 0.000
C -1.01 -1.78 2.95 0.000
C -0.74 -1.31 1.68 0.000
C -0.06 -0.11 1.49 0.000
P 0.27 0.46 -0.25 0.002
C 1.21 -0.99 -0.86 0.001
C 2.38 -1.21 -0.13 0.001
C 3.25 -2.23 -0.46 0.000
C 2.98 -3.04 -1.56 0.000
C 1.85 -2.82 -2.31 0.000
C 0.97 -1.79 -1.97 0.000
C -1.46 0.55 -0.86 0.001
C -2.04 -0.06 -1.97 0.000
C -3.36 0.19 -2.31 0.000
C -4.12 1.07 -1.56 0.000
C -3.55 1.71 -0.47 0.000
C -2.23 1.46 -0.13 0.001
H 0.42 0.74 4.72 0.000
H -0.80 -1.41 5.06 0.000
H -1.55 -2.71 3.08 0.000
H -1.07 -1.88 0.81 0.000
H 2.61 -0.57 0.72 0.001
H 4.15 -2.38 0.12 0.000
H 3.67 -3.84 -1.83 0.000
H 1.64 -3.43 -3.18 0.000
H 0.10 -1.64 -2.59 0.000
H -1.48 -0.74 -2.58 0.000
H -3.79 -0.29 -3.18 0.000
H -5.15 1.27 -1.84 0.000
H -4.13 2.42 0.11 0.000
H -1.79 1.98 0.71 0.001
```

E_HOMO (spin up / spin down) = -4.29 / -4.73 eV
E_LUMO (spin up / spin down) = 2.61 / 1.31 eV
energy relative to the best compared isomer or geometry (same formula, charge and spin) = 0.0 kcal/mol
spin multiplicity = 2
frontier orbital gap (spin up / spin down) = 6.9 / 6.0 eV
total charge = -1
DFT total energy = -74877.1807 eV

Entry 6:
The following is a quantum chemistry calculation of a 2-piece molecular cluster, C14H16 overall in a non-equilibrium geometry, from the Open Molecules 2025 dataset.

```
30
Properties=species:S:1:pos:R:3:nbo_charge:R:1
C 0.67 2.55 0.96 -0.651
C 1.54 1.74 -0.03 -0.046
C 1.02 0.73 -0.83 -0.196
C 1.87 0.00 -1.77 -0.212
C 3.04 0.59 -2.06 -0.211
C 3.57 1.60 -1.29 -0.221
C 2.84 2.20 -0.28 -0.199
H -0.32 2.21 1.18 0.225
H 0.18 3.58 0.66 0.220
H 1.23 2.71 1.90 0.217
H -0.05 0.45 -0.85 0.221
H 1.40 -0.85 -2.24 0.221
H 3.75 0.23 -2.89 0.209
H 4.59 1.95 -1.33 0.213
H 3.20 3.05 0.29 0.210
C -0.59 -1.73 2.31 -0.643
C -1.46 -1.45 1.09 -0.014
C -2.50 -0.57 1.19 -0.220
C -3.34 -0.53 0.06 -0.203
C -3.18 -1.34 -1.05 -0.228
C -2.23 -2.35 -1.13 -0.230
C -1.32 -2.33 -0.10 -0.197
H -0.17 -0.86 2.81 0.221
H 0.34 -2.33 2.11 0.217
H -1.11 -2.32 3.05 0.221
H -2.62 0.00 2.07 0.214
H -3.99 0.29 0.00 0.205
H -3.73 -1.00 -1.91 0.213
H -2.34 -3.20 -1.86 0.230
H -0.34 -3.03 -0.07 0.215
```

E_HOMO = -8.80 eV
E_LUMO = 0.91 eV
energy relative to the best compared isomer or geometry (same formula, charge and spin) = 49.7 kcal/mol
SMILES = Cc1ccccc1.Cc1ccccc1
frontier orbital gap = 9.7 eV
DFT total energy = -14775.6107 eV